1.
# C5H20AgClN4O5

C5H20AgClN4O5 as an isolated structure (ωB97M-V with the def2-TZVPD basis set, the Open Molecules 2025 dataset).

- total charge = +1
- 2S+1 = 2
- frontier orbital gap (alpha / beta) (eV) = 8.14 / 3.36
- LUMO (alpha / beta) (eV) = -4.2 / -9.0
- HOMO energy (alpha / beta) (eV) = -12.4 / -12.4
- expectation value of S² = 0.7535

Each line ends with the Löwdin charge.
Geometry (Å):
Ag: -0.94422 3.20022 1.61513  0.652
Cl: 0.40595 1.26486 0.42696  -0.053
O: -1.19997 1.49723 3.42374  -0.014
O: 1.41523 3.41515 -3.93479  -0.123
O: -3.64338 -2.17022 -1.24087  0.388
O: 0.90913 -0.56239 -2.14466  -0.179
O: 2.29595 -1.55271 1.47746  -0.115
N: -2.27339 0.02198 4.72552  0.169
N: -0.96179 -0.71279 3.25434  0.169
N: -2.52939 -0.22333 -1.61049  0.253
N: -2.08284 -1.40316 0.18498  0.241
C: 2.15255 -0.24308 -2.69044  -0.166
C: 1.43054 3.32877 -2.45216  -0.132
C: -2.73036 -1.37084 -0.96332  -0.522
C: -1.46882 0.38108 3.73257  -0.778
C: 2.12525 -2.57541 0.55149  -0.186
H: 1.57246 -3.48626 0.78142  0.072
H: 1.64682 2.57700 -4.34157  0.048
H: 1.50914 -2.19931 -0.26525  0.054
H: 0.46329 3.61223 -2.03721  0.050
H: -0.15398 -0.55427 2.66918  0.078
H: 2.08647 4.10154 -2.05130  0.078
H: 2.83211 -0.13498 -1.84509  0.092
H: -1.33791 -0.81529 0.53080  0.059
H: 0.77783 0.09842 -1.46078  -0.098
H: -1.97684 -0.87153 5.09131  0.111
H: -1.26990 -1.61831 3.57868  0.126
H: 2.55324 -1.03489 -3.32335  0.089
H: 1.71893 -0.83854 1.19707  -0.029
H: -2.87132 0.62413 5.27324  0.128
H: -1.77017 0.35587 -1.28154  0.091
H: 1.64179 2.34431 -2.03466  0.015
H: 3.09787 -2.87179 0.15872  0.088
H: -3.13520 -0.03124 -2.39547  0.151
H: 2.11619 0.63730 -3.33209  0.057
H: -2.40140 -2.18989 0.73242  0.140



2.
# C5H20BrN6O6

A 6-piece molecular cluster, C5H20BrN6O6 overall (ωB97M-V with the def2-TZVPD basis set, the Open Molecules 2025 dataset).

- total charge = -1
- frontier orbital gap (eV) = 9.10
- LUMO (eV) = 2.8
- HOMO energy (eV) = -6.3

Each line ends with the Löwdin charge.
Geometry (Å):
Br: 20.07900 -9.38104 11.55408  0.069
O: 23.10677 -10.21011 11.02996  -0.119
O: 22.33236 -6.78084 11.47625  -0.103
O: 15.02298 -10.57585 11.43532  0.057
O: 17.52730 -5.61865 12.09208  0.084
O: 23.07452 -10.79408 16.02188  0.025
O: 26.12381 -10.37209 10.38138  -0.077
N: 17.20874 -5.12815 14.25709  0.139
N: 16.95312 -10.64998 10.55228  0.129
N: 16.90707 -10.70527 12.69880  0.159
N: 22.06235 -9.44936 14.62936  0.186
N: 21.81853 -11.44634 14.31274  0.159
N: 17.66774 -7.14622 13.68937  0.144
C: 22.40083 -10.58287 15.04162  -0.903
C: 16.16898 -10.72271 11.60817  -0.828
C: 25.49464 -10.35833 11.70687  -0.215
C: 24.07994 -10.90493 11.79073  -0.260
C: 17.54971 -5.89087 13.23351  -0.791
H: 21.15805 -11.21195 13.58546  0.064
H: 16.55980 -10.71326 13.64719  0.110
H: 21.64771 -9.51156 13.71050  0.007
H: 22.43659 -8.66608 15.14562  0.137
H: 18.07609 -7.82453 13.06227  0.039
H: 16.42458 -10.33428 9.75160  0.109
H: 22.85562 -7.27214 10.84296  0.016
H: 17.37456 -5.57950 15.14528  0.096
H: 22.37143 -9.99869 11.60976  -0.105
H: 17.17330 -4.13175 14.09577  0.111
H: 17.89041 -10.28702 10.65158  -0.046
H: 23.72120 -10.98788 12.81666  0.092
H: 26.05682 -11.21894 9.93421  0.069
H: 17.24640 -7.36313 14.58129  0.095
H: 25.55966 -9.32355 12.04318  0.117
H: 22.19341 -12.36568 14.49817  0.128
H: 21.50827 -7.26443 11.53323  -0.098
H: 26.00726 -10.91065 12.49443  0.106
H: 17.88384 -10.58432 12.47207  -0.010
H: 24.14666 -11.93755 11.44817  0.110



3.
# C5H20ClO5

A 6-piece molecular cluster, C5H20ClO5 overall (ωB97M-V with the def2-TZVPD basis set, the Open Molecules 2025 dataset).

- total charge = -1
- frontier orbital gap (eV) = 10.01
- LUMO (eV) = 3.5
- HOMO energy (eV) = -6.5

Each line ends with the Löwdin charge.
Geometry (Å):
Cl: -0.43799 -0.54262 0.28962  0.152
O: -0.34889 0.00330 3.43490  -0.176
O: 2.08728 0.93238 -0.88056  -0.185
O: -0.83100 -0.69436 -2.90132  -0.159
O: 0.93426 -3.39092 -0.16796  -0.173
O: -2.66258 1.71595 0.04535  -0.176
C: 1.74482 2.30052 -0.78543  -0.193
C: 2.00736 -3.03746 -1.01872  -0.188
C: -0.61966 0.61785 -3.37155  -0.191
C: 0.72543 -0.71815 3.99580  -0.196
C: -3.48892 1.41497 1.14159  -0.203
H: -3.75179 0.35192 1.18820  0.073
H: 2.31813 -1.99715 -0.87498  0.064
H: 1.69651 -0.33582 3.66419  0.071
H: -0.52127 -0.70793 -1.98300  -0.052
H: 1.33351 0.42993 -0.52122  -0.078
H: 1.81547 2.67421 0.24210  0.071
H: 2.44354 2.87260 -1.40053  0.068
H: -1.14830 1.35979 -2.75951  0.069
H: -4.41197 1.99129 1.03788  0.065
H: 0.67507 -0.59109 5.08151  0.066
H: -1.96603 1.03801 0.01672  -0.069
H: 0.73483 2.50945 -1.15710  0.066
H: -0.37508 -0.22220 2.48860  -0.073
H: 0.40136 -2.58842 -0.04750  -0.070
H: -3.02821 1.68776 2.09970  0.071
H: 0.64991 -1.79024 3.79250  0.073
H: -1.02129 0.68483 -4.38592  0.068
H: 1.74309 -3.16352 -2.07556  0.071
H: 0.44506 0.87636 -3.40300  0.070
H: 2.85738 -3.68125 -0.78486  0.065



4.
# C5H20FN10O5Tl

C5H20FN10O5Tl as an isolated structure (ωB97M-V with the def2-TZVPD basis set, the Open Molecules 2025 dataset).

- total charge = +2
- frontier orbital gap (eV) = 2.52
- LUMO (eV) = -13.3
- HOMO energy (eV) = -15.8

Each line ends with the Löwdin charge.
Geometry (Å):
Tl: -1.70819 -3.10702 -1.00986  1.075
F: -0.89758 -0.28587 -0.43306  -0.576
O: -4.50746 3.05691 1.13341  0.161
O: -1.21423 -2.85614 2.10398  0.008
O: 1.19352 -2.98452 -0.32770  -0.031
O: 0.31153 -1.90006 -3.15030  -0.014
O: 2.48026 3.38757 1.11243  0.154
N: -3.42155 1.60708 -0.28208  0.236
N: -0.70490 -0.65016 2.25671  0.213
N: -2.29542 2.70769 1.42787  0.244
N: 0.45693 2.68115 0.24101  0.186
N: -0.40810 0.29825 -3.12945  0.207
N: 2.15298 1.15942 0.58964  0.222
N: -0.86914 -1.95601 4.17620  0.198
N: 3.27708 -2.33073 -0.97905  0.195
N: 2.45647 -1.65688 1.09240  0.220
N: 0.46639 -0.63651 -5.05758  0.181
C: 1.76630 2.50219 0.68272  -0.563
C: -0.89253 -1.89679 2.82227  -0.592
C: -3.50296 2.45343 0.79996  -0.578
C: 0.12950 -0.82002 -3.73201  -0.592
C: 2.23699 -2.36448 -0.08955  -0.584
H: -0.68746 -0.51433 1.23885  0.033
H: -1.23586 -2.77530 4.63271  0.134
H: -2.32858 3.49637 2.06206  0.146
H: -0.56909 0.26999 -2.13131  0.039
H: 1.55023 -1.36944 1.43424  0.076
H: 0.14196 3.62465 0.05860  0.136
H: -1.47017 2.25333 1.07274  0.046
H: 3.29732 -1.19038 1.37098  0.111
H: 4.14450 -1.86793 -0.78592  0.111
H: -4.24828 1.40194 -0.82112  0.137
H: 0.90196 -1.44723 -5.47077  0.123
H: -0.03081 1.81725 -0.05703  0.073
H: 3.22670 -3.01599 -1.71925  0.128
H: -0.75966 1.03510 -3.71379  0.118
H: -0.84085 -1.08538 4.67633  0.115
H: 3.07934 0.91167 0.89775  0.113
H: 0.64496 0.30039 -5.36801  0.110
H: -2.61118 0.98672 -0.28488  0.070
H: 1.77271 0.61432 -0.17548  0.098
H: -0.48363 0.14573 2.83535  0.112



5.
# C5H20FN10O5Y

C5H20FN10O5Y as an isolated structure (ωB97M-V with the def2-TZVPD basis set, the Open Molecules 2025 dataset).

- total charge = +2
- frontier orbital gap (eV) = 1.61
- LUMO (eV) = -11.7
- HOMO energy (eV) = -13.3

Each line ends with the Löwdin charge.
Geometry (Å):
Y: -3.11772 0.06092 -2.97946  2.178
F: -1.26766 -0.30662 -0.14750  -0.601
O: 0.92684 1.63337 -3.69164  0.028
O: -4.05771 -3.48986 -1.18546  -0.040
O: 5.57001 0.60016 2.53321  0.148
O: -1.73517 -3.38233 5.31698  0.104
O: -2.39540 3.88086 -1.75858  -0.055
N: -2.52256 -4.63809 0.12432  0.161
N: -2.24144 6.03382 -1.27031  0.192
N: -2.69762 -2.17054 3.77035  0.199
N: 2.14677 3.41111 -3.89760  0.162
N: 4.24599 -0.26590 1.00742  0.144
N: -1.39936 4.48682 0.12900  0.183
N: 6.35786 -0.66939 0.94421  0.169
N: 3.04179 1.54062 -4.29241  0.186
N: -0.61648 -1.98805 4.08022  0.193
N: -4.55511 -5.31451 -0.05782  0.178
C: 5.44971 -0.03721 1.60603  -0.842
C: -2.01129 4.79147 -1.00682  -0.751
C: -3.69282 -4.46146 -0.52081  -0.727
C: -1.69959 -2.47009 4.50280  -0.800
C: 1.94005 2.12120 -4.03266  -0.847
H: -1.45766 5.00829 0.99200  0.128
H: -1.89973 -3.84687 0.20270  0.108
H: -3.56683 -2.64291 3.97387  0.139
H: -1.87892 6.67050 -0.57511  0.124
H: 3.87229 2.09792 -4.15174  0.131
H: 7.17664 -0.80819 1.51905  0.133
H: -0.55648 -1.30063 3.34268  0.124
H: 3.01754 0.53134 -4.32204  0.132
H: 3.39552 0.24702 1.19103  0.103
H: 4.27027 -0.86070 0.19149  0.082
H: -2.49277 -1.75010 2.87515  0.117
H: 2.98354 3.86875 -4.22997  0.117
H: -4.17716 -6.17781 0.30546  0.131
H: -3.14595 6.30127 -1.63146  0.134
H: 0.25242 -2.13891 4.57252  0.143
H: -5.47136 -5.19515 -0.46568  0.132
H: 1.38528 4.05354 -3.73175  0.118
H: -1.21154 3.49520 0.09013  0.114
H: -2.16555 -5.55038 0.37001  0.119
H: 6.00135 -1.36848 0.30839  0.107



6.
# C5H20FN10O5Zn

C5H20FN10O5Zn as an isolated structure (ωB97M-V with the def2-TZVPD basis set, the Open Molecules 2025 dataset).

- total charge = +1
- frontier orbital gap (eV) = 7.08
- LUMO (eV) = -4.9
- HOMO energy (eV) = -11.9

Each line ends with the Löwdin charge.
Geometry (Å):
Zn: -0.08787 -1.66498 0.24083  1.015
F: 0.00534 0.19705 0.35406  -0.467
O: 1.27777 -2.00045 1.62726  -0.071
O: -0.74694 3.73813 -2.74050  0.054
O: -1.81301 -1.42803 -0.83115  -0.068
O: -5.14100 0.86729 0.68466  0.045
O: 5.23050 1.88058 -0.47573  0.071
N: 3.50767 -2.45229 1.84173  0.195
N: -3.39179 -1.00885 -2.38759  0.225
N: 2.56213 -0.63065 2.87031  0.218
N: -2.92430 1.35355 0.34226  0.156
N: 0.41814 3.01207 -0.93530  0.144
N: -3.52458 -0.08238 1.97478  0.139
N: 4.79851 -0.24274 0.09469  0.141
N: -3.13986 -3.12830 -1.60680  0.198
N: -0.84112 1.53926 -2.14802  0.151
N: 3.04522 1.24060 -0.09212  0.132
C: -3.97062 0.77458 0.99106  -0.687
C: 4.40852 1.03576 -0.20530  -0.662
C: -2.73226 -1.84175 -1.57415  -0.584
C: -0.43283 2.82564 -2.00949  -0.683
C: 2.41510 -1.70075 2.07454  -0.596
H: 2.60846 1.16906 0.81411  0.064
H: 5.75111 -0.49395 -0.10498  0.108
H: -2.02050 1.30212 0.77603  0.065
H: -3.04536 1.85259 -0.51860  0.097
H: -3.24273 -0.01791 -2.30613  0.109
H: 3.49751 -0.43799 3.19256  0.128
H: -1.42661 1.30523 -2.92782  0.095
H: 2.57490 1.97050 -0.60794  0.068
H: -2.85659 -3.80162 -0.91919  0.119
H: 3.40253 -3.38510 1.47915  0.136
H: -3.80247 -3.44591 -2.29245  0.122
H: 0.38239 2.30675 -0.21655  0.051
H: 4.12513 -0.98199 0.13735  0.050
H: -2.58234 -0.07331 2.31327  0.079
H: 4.31177 -2.27443 2.42144  0.128
H: -4.06760 -1.35680 -3.04353  0.130
H: 0.67578 3.96654 -0.76057  0.111
H: -0.72864 0.84783 -1.42564  0.032
H: 1.79094 -0.24531 3.38734  0.138
H: -4.27040 -0.48961 2.51213  0.104



Number 1: energy -38219.4086 eV, maximum force 0.1240 Eh/bohr. Number 2: energy -96781.5227 eV, maximum force 0.1374 Eh/bohr. Number 3: energy -28271.0976 eV, maximum force 0.0076 Eh/bohr. Number 4: energy -38042.1721 eV, maximum force 0.0487 Eh/bohr. Number 5: energy -34385.9056 eV, maximum force 0.1714 Eh/bohr. Number 6: energy -81782.9894 eV, maximum force 0.0331 Eh/bohr.